1.
C2H8N2OSi | the ωB97M-V functional and the def2-TZVPD basis

Geometry (Å):
C1 -0.98 0.29 -2.13
C2 -0.86 -0.72 -1.32
N1 1.86 -0.79 0.65
N2 0.42 1.22 1.78
O1 -0.50 -1.23 2.12
Si1 0.30 -0.31 1.05
H1 -1.68 0.34 -2.87
H2 -0.58 1.37 -1.88
H3 -1.49 -1.69 -1.28
H4 2.05 -1.49 -0.01
H5 2.70 -0.93 1.35
H6 -0.44 1.65 2.12
H7 1.17 1.85 1.43
H8 -1.00 -2.09 1.88

The energy relative to the best compared isomer or geometry (same formula, charge and spin) comes out at 2.223 eV. As for the LUMO energy: 0.53 eV. The calculation puts the HOMO-LUMO gap at 0.31834 hartree.



2.
C5H6N2O | the ωB97M-V functional and the def2-TZVPD basis

Geometry (Å):
O1 -0.64 -1.94 -1.53
C1 0.32 -2.08 -0.81
C2 0.94 -0.91 -0.04
N1 0.03 0.16 0.10
C3 0.47 1.46 0.15
C4 -0.67 2.21 0.35
N2 -1.73 1.38 0.50
C5 -1.31 0.22 0.32
H1 0.99 -2.91 -0.59
H2 1.00 -1.32 0.96
H3 1.98 -0.65 -0.32
H4 1.52 1.68 0.12
H5 -0.85 3.23 0.33
H6 -2.05 -0.55 0.45

The energy relative to the best compared isomer or geometry (same formula, charge and spin) comes out at 1.227 eV. As for the LUMO energy: 0.58 eV. The calculation puts the HOMO-LUMO gap at 0.34292 hartree.



3.
C6H19NO5 | the ωB97M-V functional and the def2-TZVPD basis

Geometry (Å):
C1 -3.11 0.57 -0.78
C2 -1.58 0.27 -0.83
C3 -0.45 0.78 -0.41
C4 0.84 -0.05 -0.38
C5 0.49 -1.40 0.34
N1 0.21 -1.22 1.78
C6 1.74 -2.31 0.11
O1 1.88 -3.24 0.83
H1 -3.59 -0.11 -1.61
H2 -3.56 0.36 0.19
H3 -3.34 1.55 -1.09
H4 -1.52 -0.71 -1.16
H5 -0.42 1.90 -0.11
H6 1.23 -0.48 -1.35
H7 1.70 0.42 0.16
H8 -0.53 -1.85 -0.12
H9 -0.10 -2.15 2.14
H10 0.90 -0.69 2.29
H11 2.57 -2.25 -0.68
O2 2.62 3.29 -0.82
H12 2.90 2.32 -0.68
H13 1.91 3.36 -0.21
O3 -2.11 0.83 2.14
H14 -2.17 1.57 1.66
H15 -1.27 0.50 1.90
O4 0.46 2.91 1.35
H16 0.77 2.89 2.16
H17 -0.30 3.52 1.37
O5 -0.73 -2.03 -3.34
H18 -1.32 -1.29 -3.57
H19 0.18 -1.54 -3.16

The energy relative to the best compared isomer or geometry (same formula, charge and spin) comes out at 4.108 eV. As for the LUMO energy: 0.14 eV. The calculation puts the HOMO-LUMO gap at 0.34614 hartree.



4.
C18H30GaN3O | the ωB97M-V functional and the def2-TZVPD basis

Geometry (Å):
C1 -0.65 -1.15 -2.07
H1 -0.88 -2.21 -1.89
H2 -1.53 -0.70 -2.54
H3 -1.41 -1.29 0.22
C2 0.58 -1.02 -2.96
H4 1.04 -0.04 -2.83
H5 1.33 -1.76 -2.66
C3 0.24 -1.23 -4.45
H6 1.13 -1.09 -5.08
H7 -0.15 -2.24 -4.63
H8 -0.53 -0.52 -4.78
C4 -0.27 1.81 1.00
C5 0.23 2.09 -0.33
C6 -0.85 1.92 -1.24
C7 -2.01 1.48 -0.49
C8 -1.64 1.46 0.91
C9 -2.58 1.20 2.05
C10 -3.38 1.29 -1.06
C11 -0.84 2.20 -2.71
C12 1.60 2.59 -0.66
C13 0.52 1.97 2.27
Ga1 -0.48 -0.11 -0.23
H9 -3.97 0.61 -0.44
H10 -3.92 2.25 -1.12
H11 -3.34 0.87 -2.07
H12 -3.45 0.62 1.73
H13 -2.08 0.64 2.85
H14 -2.94 2.14 2.48
H15 1.59 1.80 2.10
H16 0.40 2.99 2.67
H17 0.18 1.27 3.04
H18 1.84 2.44 -1.72
H19 1.69 3.67 -0.45
H20 2.37 2.08 -0.07
H21 -1.46 1.49 -3.26
H22 -1.23 3.21 -2.91
H23 0.17 2.15 -3.12
C14 0.38 -3.11 4.20
N1 0.98 -2.46 3.02
C15 2.29 -2.65 2.75
C16 2.87 -2.06 1.64
C17 2.08 -1.28 0.78
N2 0.74 -1.11 1.04
C18 0.20 -1.69 2.18
O1 -0.98 -1.54 2.44
N3 2.72 -0.71 -0.36
H24 1.12 -3.71 4.76
H25 -0.44 -3.79 3.87
H26 -0.04 -2.34 4.88
H27 2.91 -3.26 3.40
H28 3.92 -2.22 1.44
H29 3.72 -0.88 -0.54
H30 2.22 -0.09 -1.00

The energy relative to the best compared isomer or geometry (same formula, charge and spin) comes out at 1.131 eV. As for the LUMO energy (spin up / spin down): -9.33 / -9.69 eV. The net charge is +2. The calculation puts the HOMO-LUMO gap (spin up / spin down) at 0.21167 / 0.19807 hartree.



5.
H3O2PS | the ωB97M-V functional and the def2-TZVPD basis

Geometry (Å):
O1 -2.86 0.56 0.75
O2 0.42 0.38 0.32
P1 -2.63 0.15 -0.62
S1 1.48 -0.37 -0.29
H1 2.35 -0.68 0.74
H2 -1.38 -0.70 -0.55
H3 2.62 0.67 -0.35

The energy relative to the best compared isomer or geometry (same formula, charge and spin) comes out at 5.061 eV. As for the LUMO energy: -0.54 eV. The calculation puts the HOMO-LUMO gap at 0.31688 hartree.



6.
C15H32LuNO2P2 | the ωB97M-V functional and the def2-TZVPD basis

Geometry (Å):
Lu1 0.25 -0.56 -0.74
P1 -1.28 0.55 -2.55
C1 0.19 1.47 -2.86
C2 0.92 2.14 -1.84
N1 0.81 1.65 -0.52
C3 1.41 2.42 0.43
C4 1.95 3.67 0.15
C5 2.08 4.14 -1.16
C6 1.64 3.32 -2.17
C7 1.51 1.96 1.90
P2 1.70 0.23 2.27
H1 1.78 3.61 -3.20
H2 2.31 4.28 0.97
H3 2.50 5.12 -1.36
H4 2.34 2.41 2.45
H5 0.66 2.32 2.50
H6 1.92 -0.92 -3.01
H7 0.64 1.41 -3.84
H8 3.31 -5.05 0.81
O1 1.64 -1.45 -2.26
H9 2.07 -2.35 -2.36
H10 1.32 -0.20 0.80
O2 2.71 -4.35 0.98
H11 2.70 -3.85 0.13
C8 3.39 -0.30 2.51
H12 3.89 0.35 3.24
H13 3.37 -1.33 2.90
H14 3.95 -0.26 1.57
C9 0.74 -0.24 3.75
H15 0.39 -1.29 3.66
H16 1.38 -0.16 4.65
H17 -0.13 0.43 3.91
C10 -2.40 2.03 -2.71
H18 -2.42 2.37 -3.76
H19 -3.44 1.88 -2.36
H20 -1.96 2.85 -2.10
C11 -1.61 -0.50 -4.06
H21 -2.54 -1.09 -3.93
H22 -1.74 0.10 -4.97
H23 -0.79 -1.22 -4.20
C12 -2.67 -1.12 2.40
C13 -2.43 -2.15 1.32
C14 -3.69 -2.95 1.04
C15 -1.88 -1.49 0.04
H24 -3.35 -0.34 2.06
H25 -1.74 -0.63 2.69
H26 -3.09 -1.56 3.30
H27 -1.68 -2.86 1.66
H28 -4.49 -2.33 0.66
H29 -3.53 -3.73 0.31
H30 -4.09 -3.45 1.92
H31 -1.89 -2.24 -0.77
H32 -2.63 -0.76 -0.28

The energy relative to the best compared isomer or geometry (same formula, charge and spin) comes out at 0.000 eV. As for the LUMO energy (spin up / spin down): -7.46 / -7.46 eV. The net charge is +2. The calculation puts the HOMO-LUMO gap (spin up / spin down) at 0.19388 / 0.19395 hartree.



7.
C19H42AsAuO3S4Si | the ωB97M-V functional and the def2-TZVPD basis

Geometry (Å):
Au1 2.35 0.63 -0.06
C1 6.29 3.40 0.43
C2 4.92 2.83 0.18
S1 4.88 1.13 -0.02
C3 3.80 3.62 0.14
C4 3.87 5.10 0.39
S2 2.20 3.07 -0.14
H1 7.02 2.60 0.37
H2 6.34 3.86 1.42
H3 6.54 4.15 -0.32
H4 4.88 5.46 0.45
H5 3.35 5.32 1.32
H6 3.34 5.62 -0.41
C5 -2.28 -3.93 -1.31
C6 -1.03 -3.13 -0.93
C7 -0.83 -3.18 0.58
C8 0.20 -3.67 -1.67
O1 -1.20 -1.80 -1.38
Si1 -1.64 -0.39 -0.74
S3 -0.12 0.55 0.45
O2 -2.86 -0.66 0.30
C9 -3.76 0.19 0.97
C10 -4.64 -0.72 1.83
C11 -4.62 0.95 -0.03
C12 -3.00 1.17 1.87
O3 -2.16 0.60 -1.89
C13 -1.76 0.95 -3.21
C14 -3.05 1.02 -4.03
C15 -0.81 -0.08 -3.80
C16 -1.08 2.32 -3.16
H7 -2.14 -4.97 -1.03
H8 -2.45 -3.87 -2.38
H9 -3.14 -3.53 -0.78
H10 -0.76 -4.22 0.91
H11 -1.68 -2.70 1.06
H12 0.09 -2.66 0.86
H13 0.39 -4.70 -1.38
H14 1.07 -3.07 -1.43
H15 0.02 -3.62 -2.74
H16 -5.16 -1.43 1.19
H17 -5.37 -0.13 2.38
H18 -4.03 -1.28 2.53
H19 -5.21 0.25 -0.62
H20 -3.99 1.52 -0.70
H21 -5.30 1.63 0.49
H22 -2.36 0.62 2.55
H23 -3.70 1.79 2.43
H24 -2.37 1.82 1.26
H25 -3.53 0.05 -4.05
H26 -2.83 1.33 -5.05
H27 -3.74 1.74 -3.59
H28 -1.25 -1.07 -3.74
H29 0.12 -0.09 -3.22
H30 -0.58 0.16 -4.83
H31 -1.78 3.07 -2.79
H32 -0.74 2.61 -4.15
H33 -0.23 2.29 -2.49
C17 4.05 -0.41 3.02
As1 2.49 -1.31 2.33
C18 2.52 -3.04 3.21
C19 1.00 -0.43 3.20
S4 2.64 -1.77 0.28
H34 4.09 -0.54 4.11
H35 4.00 0.66 2.79
H36 4.95 -0.83 2.56
H37 2.51 -2.89 4.29
H38 3.42 -3.59 2.91
H39 1.63 -3.60 2.91
H40 1.13 -0.56 4.28
H41 0.06 -0.88 2.88
H42 0.98 0.63 2.95

The energy relative to the best compared isomer or geometry (same formula, charge and spin) comes out at 1.082 eV. As for the LUMO energy: -1.67 eV. The calculation puts the HOMO-LUMO gap at 0.19222 hartree.



8.
C24H40BCl2MnO26 | the ωB97M-V functional and the def2-TZVPD basis

Geometry (Å):
Mn1 0.35 0.36 -0.01
O1 -2.40 -3.55 -1.25
C1 -2.05 -3.05 -2.30
O2 -2.21 -3.54 -3.53
B1 -1.43 -2.67 -4.46
O3 -0.88 -1.54 -3.67
C2 -1.22 -1.75 -2.43
O4 -1.04 -1.02 -1.46
O5 -2.26 -2.11 -5.51
C3 -1.75 -2.48 -6.75
O6 -2.21 -2.05 -7.83
C4 -0.47 -3.27 -6.50
O7 -0.36 -3.49 -5.16
O8 0.21 -3.73 -7.42
Cl1 -2.94 1.46 0.76
C5 -4.70 1.32 0.86
C6 -5.13 -0.16 0.64
Cl2 -6.63 -0.76 1.52
H1 -5.06 1.98 0.08
H2 -5.10 1.69 1.81
H3 -4.36 -0.84 0.99
H4 -5.26 -0.40 -0.42
C7 0.63 2.63 3.74
O9 0.10 3.56 2.75
C8 -0.10 3.26 1.41
O10 0.22 2.17 0.89
O11 -0.84 4.24 0.72
C9 -1.14 5.40 1.46
H5 1.40 2.04 3.22
H6 -0.14 1.95 4.11
H7 1.29 3.13 4.44
H8 -0.29 5.83 2.00
H9 -2.07 5.28 2.02
H10 -1.54 6.12 0.75
C10 5.03 0.89 3.44
O12 3.84 1.13 2.67
C11 2.93 0.13 2.44
O13 1.92 0.22 1.78
O14 3.25 -0.97 3.03
C12 2.21 -1.91 3.37
H11 4.76 0.91 4.50
H12 5.72 1.66 3.09
H13 5.47 -0.10 3.31
H14 2.49 -2.84 2.88
H15 1.17 -1.73 3.12
H16 2.11 -2.15 4.43
C13 -2.59 -2.91 1.93
O15 -2.05 -2.11 2.93
C14 -1.28 -0.96 2.64
O16 -0.89 -0.64 1.51
O17 -1.12 -0.19 3.70
C15 -1.73 -0.44 4.95
H17 -2.68 -2.41 0.96
H18 -3.65 -3.04 2.15
H19 -2.20 -3.86 1.59
H20 -1.34 0.30 5.66
H21 -1.60 -1.40 5.46
H22 -2.81 -0.27 4.96
C16 3.52 -3.31 -0.45
O18 2.26 -3.69 0.02
C17 1.23 -2.79 0.23
O19 1.20 -1.61 -0.07
O20 0.31 -3.42 0.91
C18 0.34 -4.70 1.54
H23 4.22 -3.31 0.38
H24 3.67 -2.26 -0.72
H25 3.97 -3.93 -1.23
H26 1.08 -5.33 1.05
H27 -0.58 -5.28 1.42
H28 0.72 -4.56 2.55
C19 -3.48 1.86 -3.44
O21 -2.55 1.42 -2.49
C20 -1.37 1.99 -2.30
O22 -0.51 1.55 -1.51
O23 -1.23 3.03 -3.20
C21 -0.14 3.98 -3.18
H29 -4.02 2.77 -3.16
H30 -4.33 1.18 -3.50
H31 -2.99 1.88 -4.41
H32 -0.19 4.55 -2.25
H33 -0.14 4.76 -3.95
H34 0.76 3.37 -3.07
C22 4.41 3.16 -0.16
O24 4.25 2.30 -1.34
C23 3.21 1.41 -1.60
O25 2.11 1.22 -0.95
O26 3.57 0.82 -2.76
C24 2.70 -0.01 -3.52
H35 3.42 3.59 -0.08
H36 5.05 4.05 -0.21
H37 4.47 2.67 0.82
H38 1.66 0.16 -3.25
H39 2.95 -1.07 -3.54
H40 2.86 0.24 -4.57

As for the LUMO energy: -2.19 eV. The net charge is +1. The calculation puts the HOMO-LUMO gap at 0.32689 hartree. As for the spin multiplicity: 6.



9.
C5H10O | the ωB97M-V functional and the def2-TZVPD basis

Geometry (Å):
C1 -1.15 -1.03 -1.89
C2 0.08 -0.80 -1.45
C3 0.74 -1.65 -0.40
C4 1.19 -0.88 0.81
C5 1.23 0.43 1.01
H1 -1.77 -0.30 -2.39
H2 -1.62 -1.98 -1.67
H3 0.41 0.23 -1.52
H4 0.05 -2.42 -0.05
H5 1.64 -2.07 -0.85
H6 1.53 -1.52 1.62
H7 1.35 0.83 2.00
H8 1.11 1.11 0.17
O1 -1.88 3.17 1.33
H9 -1.65 3.04 2.25
H10 -1.26 3.84 1.03

The energy relative to the best compared isomer or geometry (same formula, charge and spin) comes out at 1.988 eV. As for the LUMO energy: 0.87 eV. The calculation puts the HOMO-LUMO gap at 0.37880 hartree.



10.
C3H7N2 | the ωB97M-V functional and the def2-TZVPD basis

Geometry (Å):
C1 -0.19 0.61 -0.02
C2 0.75 -0.58 0.04
C3 -1.86 -0.92 -0.45
N1 -1.54 0.14 0.22
N2 2.03 -0.24 -0.02
H1 0.02 1.21 0.85
H2 0.04 1.22 -0.91
H3 0.52 -1.63 0.14
H4 -2.93 -1.35 -0.21
H5 -2.14 0.64 0.98
H6 2.89 -0.75 0.22
H7 2.25 0.71 -0.23

The energy relative to the best compared isomer or geometry (same formula, charge and spin) comes out at 3.113 eV. As for the LUMO energy: -5.46 eV. The net charge is +1. The calculation puts the HOMO-LUMO gap at 0.26719 hartree.



11.
C4H2FN | the ωB97M-V functional and the def2-TZVPD basis

Geometry (Å):
C1 -1.54 0.21 0.03
C2 -0.16 -0.33 -0.58
C3 1.11 -0.26 -0.29
C4 2.49 -0.37 -0.09
H1 -1.98 1.12 -0.61
H2 -1.22 0.85 1.22
N1 3.66 -0.37 0.20
F1 -2.36 -0.84 0.12

The energy relative to the best compared isomer or geometry (same formula, charge and spin) comes out at 2.292 eV. As for the LUMO energy: -1.17 eV. The calculation puts the HOMO-LUMO gap at 0.34315 hartree.



12.
C29H39ClF2IN5O6PS | the ωB97M-V functional and the def2-TZVPD basis

Geometry (Å):
C1 3.25 -1.13 -2.66
C2 3.06 0.06 -2.05
C3 2.73 0.15 -0.60
C4 1.42 0.06 -0.13
C5 1.20 0.16 1.23
C6 2.25 0.36 2.13
C7 1.83 0.45 3.58
O1 1.89 -0.47 4.34
N1 1.23 1.70 4.02
C8 2.01 2.63 4.67
O2 2.02 3.81 4.45
F1 2.75 2.10 5.65
C9 3.57 0.47 1.67
C10 4.77 0.74 2.53
Cl1 4.88 -0.29 3.99
C11 4.96 2.24 2.90
C12 4.09 3.23 2.13
C13 3.79 0.35 0.29
N2 5.12 0.42 -0.22
C14 5.51 1.71 -0.85
C15 6.39 1.43 -2.07
S1 -0.45 0.05 1.87
C16 -1.32 -0.77 0.54
C17 -2.53 -1.39 0.84
C18 -3.00 -1.32 2.28
C19 -4.34 -0.57 2.47
O3 -5.15 -1.11 3.49
C20 -3.98 0.88 2.90
N3 -3.55 0.90 4.30
C21 -3.26 -2.04 -0.19
P1 -4.78 -2.94 0.18
N4 -5.03 -4.20 -0.71
O4 -5.98 -1.87 0.08
O5 -4.74 -3.44 1.70
C22 -2.77 -1.96 -1.52
C23 -3.52 -2.61 -2.66
C24 -4.92 -2.05 -2.94
F2 -4.97 -1.51 -4.23
C25 -1.57 -1.29 -1.79
C26 -1.02 -1.14 -3.19
I1 -0.28 -3.04 -3.93
C27 -1.93 -0.37 -4.17
C28 -1.44 1.09 -4.17
C29 -0.82 -0.73 -0.75
N5 0.41 -0.13 -1.10
H1 2.55 -1.96 -2.56
H2 4.09 -1.32 -3.32
H3 3.15 0.98 -2.63
H4 0.67 2.16 3.31
H5 5.63 0.47 1.93
H6 4.88 2.38 3.98
H7 5.99 2.50 2.66
H8 4.31 3.16 1.06
H9 3.02 3.07 2.24
H10 4.36 4.24 2.41
H11 5.31 -0.36 -0.83
H12 4.61 2.24 -1.15
H13 6.07 2.27 -0.11
H14 7.43 1.34 -1.77
H15 6.32 2.27 -2.77
H16 6.07 0.53 -2.60
H17 -3.05 -2.33 2.67
H18 -2.30 -0.80 2.93
H19 -4.88 -0.46 1.53
H20 -4.75 -1.93 3.80
H21 -3.23 1.29 2.23
H22 -4.91 1.44 2.79
H23 -2.68 1.41 4.40
H24 -4.26 1.34 4.87
H25 -5.87 -4.19 -1.26
H26 -6.78 -2.36 -0.12
H27 -4.17 -4.22 1.72
H28 -3.58 -3.67 -2.43
H29 -3.00 -2.54 -3.61
H30 -5.69 -2.81 -2.91
H31 -5.13 -1.22 -2.26
H32 -0.14 -0.52 -3.18
H33 -1.78 -0.78 -5.17
H34 -2.97 -0.38 -3.87
H35 -2.28 1.74 -4.43
H36 -1.11 1.40 -3.17
H37 -0.66 1.29 -4.91
H38 0.84 -0.76 -1.77
O6 0.26 2.80 -5.95
H39 -0.14 3.66 -6.09

As for the LUMO energy: 1.82 eV. The net charge is -1. The calculation puts the HOMO-LUMO gap at 0.16877 hartree.



Repeat the seventh record exactly.
C19H42AsAuO3S4Si | the ωB97M-V functional and the def2-TZVPD basis

Geometry (Å):
Au1 2.35 0.63 -0.06
C1 6.29 3.40 0.43
C2 4.92 2.83 0.18
S1 4.88 1.13 -0.02
C3 3.80 3.62 0.14
C4 3.87 5.10 0.39
S2 2.20 3.07 -0.14
H1 7.02 2.60 0.37
H2 6.34 3.86 1.42
H3 6.54 4.15 -0.32
H4 4.88 5.46 0.45
H5 3.35 5.32 1.32
H6 3.34 5.62 -0.41
C5 -2.28 -3.93 -1.31
C6 -1.03 -3.13 -0.93
C7 -0.83 -3.18 0.58
C8 0.20 -3.67 -1.67
O1 -1.20 -1.80 -1.38
Si1 -1.64 -0.39 -0.74
S3 -0.12 0.55 0.45
O2 -2.86 -0.66 0.30
C9 -3.76 0.19 0.97
C10 -4.64 -0.72 1.83
C11 -4.62 0.95 -0.03
C12 -3.00 1.17 1.87
O3 -2.16 0.60 -1.89
C13 -1.76 0.95 -3.21
C14 -3.05 1.02 -4.03
C15 -0.81 -0.08 -3.80
C16 -1.08 2.32 -3.16
H7 -2.14 -4.97 -1.03
H8 -2.45 -3.87 -2.38
H9 -3.14 -3.53 -0.78
H10 -0.76 -4.22 0.91
H11 -1.68 -2.70 1.06
H12 0.09 -2.66 0.86
H13 0.39 -4.70 -1.38
H14 1.07 -3.07 -1.43
H15 0.02 -3.62 -2.74
H16 -5.16 -1.43 1.19
H17 -5.37 -0.13 2.38
H18 -4.03 -1.28 2.53
H19 -5.21 0.25 -0.62
H20 -3.99 1.52 -0.70
H21 -5.30 1.63 0.49
H22 -2.36 0.62 2.55
H23 -3.70 1.79 2.43
H24 -2.37 1.82 1.26
H25 -3.53 0.05 -4.05
H26 -2.83 1.33 -5.05
H27 -3.74 1.74 -3.59
H28 -1.25 -1.07 -3.74
H29 0.12 -0.09 -3.22
H30 -0.58 0.16 -4.83
H31 -1.78 3.07 -2.79
H32 -0.74 2.61 -4.15
H33 -0.23 2.29 -2.49
C17 4.05 -0.41 3.02
As1 2.49 -1.31 2.33
C18 2.52 -3.04 3.21
C19 1.00 -0.43 3.20
S4 2.64 -1.77 0.28
H34 4.09 -0.54 4.11
H35 4.00 0.66 2.79
H36 4.95 -0.83 2.56
H37 2.51 -2.89 4.29
H38 3.42 -3.59 2.91
H39 1.63 -3.60 2.91
H40 1.13 -0.56 4.28
H41 0.06 -0.88 2.88
H42 0.98 0.63 2.95

The energy relative to the best compared isomer or geometry (same formula, charge and spin) comes out at 1.082 eV. As for the LUMO energy: -1.67 eV. The calculation puts the HOMO-LUMO gap at 0.19222 hartree.